168
Properties=species:S:1:pos:R:3:forces:R:3 method="wB97M-V/def2-TZVPD" e_above_lowest_ev=1.9767 gap_ev=7.812 charge=-1 lumo_ha=0.078 molar_mass_g_mol=1051.2
As -0.6972 0.1101 -1.2182 -1.49 -0.43 1.11
F -0.5839 -1.4338 -0.3162 -0.59 1.91 -0.67
F -1.2326 -0.8752 -2.6310 0.69 1.41 1.06
F -0.7768 1.6913 -2.0686 -0.08 -1.80 0.34
F -0.2114 1.0881 0.2119 -0.64 -1.03 -1.35
F 1.0127 -0.0989 -1.6422 -1.26 0.36 0.17
F -2.4878 0.3108 -0.7374 2.48 -0.24 -0.59
C 1.6903 0.5512 -4.8490 1.60 0.94 -1.09
O 2.2457 0.6523 -5.9196 0.89 1.52 -1.84
N 1.3272 -0.6176 -4.4616 -2.38 -4.96 1.73
N 1.5277 1.4910 -3.9240 -0.03 1.79 0.20
H 0.6763 -0.7101 -3.6949 0.19 -0.30 -0.15
H 1.3323 -1.3710 -5.1342 0.04 0.36 0.06
H 1.1500 1.1958 -3.0351 0.44 0.82 -0.12
H 1.9963 2.3616 -4.1305 -0.38 -0.12 0.52
C -2.9765 -0.2554 6.0539 -1.24 -1.03 -0.96
C -2.3852 1.0481 6.4202 0.60 1.00 -1.12
C -2.4142 2.0529 5.1600 0.31 -0.36 1.11
O -1.7464 1.6372 3.9920 -0.13 -0.53 1.07
C -2.5409 1.6060 2.8624 -0.86 -0.54 -1.47
N -3.1219 1.6310 7.5400 0.47 0.39 -0.06
H -4.0247 -0.1225 5.7864 -0.25 0.29 -0.26
H -3.0740 -1.0037 6.8404 0.72 0.14 0.22
H -2.5005 -0.6697 5.1651 0.17 -0.19 0.12
H -1.3469 0.8759 6.7035 0.14 0.23 0.11
H -1.9376 3.0040 5.3973 -0.14 0.18 0.67
H -3.4668 2.2455 4.9524 -0.23 0.00 -0.09
H -2.9027 2.5783 2.5280 0.39 0.44 -0.01
H -3.4587 1.0260 2.9592 -0.09 -0.37 0.49
H -1.9852 1.1102 2.0664 0.11 0.28 -0.08
H -3.7667 2.3063 7.1549 -0.48 0.08 0.05
H -2.4775 2.1935 8.0771 0.06 0.09 0.27
C 3.9678 1.1715 0.0908 0.72 -0.44 -0.25
C 4.5838 -0.1012 0.7127 0.06 1.47 0.72
C 5.7603 0.2740 1.6451 0.01 -0.49 -1.31
O 6.5439 -0.8885 1.9417 1.05 0.70 -0.14
C 6.0454 -1.7038 2.9719 -1.52 0.55 -0.41
N 3.5122 -0.6839 1.4453 -0.82 -0.61 0.22
H 3.6304 1.8260 0.8945 -0.03 0.09 0.09
H 3.1051 0.9230 -0.5273 0.05 -0.05 -0.01
H 4.7040 1.7169 -0.4996 -0.04 0.08 -0.14
H 4.9559 -0.8101 -0.0269 0.10 0.12 -0.20
H 5.4469 0.8236 2.5327 -0.33 -0.26 0.36
H 6.3467 0.9942 1.0745 0.77 -0.28 0.08
H 5.0578 -2.0230 2.6391 0.36 -0.87 0.48
H 5.8233 -1.1030 3.8538 0.43 -0.06 0.49
H 6.6511 -2.5875 3.1729 0.33 0.44 -0.15
H 3.8223 -1.4250 2.0575 -0.63 0.17 -0.11
H 3.0676 0.0410 1.9902 -0.40 -0.22 0.33
C -2.1143 -4.2301 -3.8977 1.02 0.01 -1.22
C -1.2742 -3.9370 -5.2182 -1.01 -1.76 1.23
C -0.8088 -5.2911 -5.8575 1.81 0.40 0.19
O 0.0189 -6.0470 -4.9044 -1.55 -0.50 0.38
C 0.2102 -7.4761 -5.2081 -0.32 2.51 -0.43
N -2.0814 -3.1875 -6.1963 1.16 -0.43 0.17
H -1.4854 -4.7066 -3.1457 -0.07 0.08 -0.07
H -2.9082 -4.9232 -4.1759 -0.23 -0.01 0.15
H -2.5353 -3.3068 -3.4997 0.01 0.00 0.00
H -0.3583 -3.4455 -4.8901 -0.11 0.49 -0.42
H -0.1249 -5.0768 -6.6788 0.14 0.50 -0.23
H -1.5833 -5.8340 -6.3993 -0.61 -0.49 0.82
H -0.7536 -7.8932 -5.5000 0.15 -0.23 -0.31
H 0.5888 -8.0275 -4.3475 0.08 0.45 0.06
H 0.9484 -7.3825 -6.0047 -0.05 -1.16 -0.28
H -2.2553 -2.2608 -5.8345 -0.16 0.11 -0.03
H -2.9610 -3.6760 -6.2847 -0.25 0.15 -0.02
C -3.6032 5.0423 0.3393 -0.74 0.28 -0.55
C -3.9513 4.4460 -1.0609 1.92 0.83 1.15
C -2.9194 4.9241 -2.0721 0.48 0.19 -0.61
O -3.1458 6.2804 -2.3703 0.36 2.39 -1.52
C -2.0924 6.9516 -3.2110 0.45 -2.39 1.52
N -3.9641 2.9858 -0.9940 -0.84 0.37 -0.40
H -2.7024 4.6316 0.7953 -0.11 -0.54 -0.11
H -4.4700 4.9458 0.9932 0.16 -0.29 0.25
H -3.3972 6.1118 0.2952 -0.13 0.11 -0.41
H -4.8636 4.9021 -1.4456 -0.51 -0.52 0.35
H -3.0515 4.3165 -2.9673 0.15 -0.13 -0.38
H -1.8933 4.7997 -1.7262 0.23 -0.28 0.26
H -1.2228 7.0188 -2.5574 0.14 0.35 0.15
H -2.2400 7.9264 -3.6758 -1.17 -0.15 0.53
H -1.7434 6.2646 -3.9819 -0.40 -0.14 -0.31
H -4.0153 2.6720 -1.9526 -0.16 -0.36 -0.20
H -3.0962 2.5869 -0.6659 0.28 0.23 0.32
C -2.0312 -5.5915 -0.4763 -0.09 1.53 -0.73
C -1.0519 -4.7801 0.4053 -1.98 -1.47 2.00
C -1.7507 -3.9756 1.5852 1.37 0.66 -1.54
O -0.7005 -3.3284 2.2611 -0.68 0.74 0.80
C -1.1495 -2.2486 3.0844 0.87 -0.56 -0.08
N -0.1828 -5.6963 1.0907 1.63 -1.48 0.09
H -1.4341 -5.7849 -1.3675 -0.34 -0.58 -0.14
H -2.8572 -4.9551 -0.7935 -0.11 0.18 -0.27
H -2.5146 -6.4972 -0.1099 0.55 -0.04 0.54
H -0.4004 -4.2025 -0.2505 -0.50 0.58 0.30
H -2.2879 -4.5719 2.3226 -0.26 -0.71 -0.31
H -2.4342 -3.2388 1.1633 -0.28 0.15 -0.15
H -2.0950 -2.4599 3.5839 -0.36 -0.04 -0.18
H -1.1670 -1.3098 2.5308 -0.32 0.06 -0.19
H -0.4155 -2.1180 3.8796 0.17 -0.04 -0.06
H -0.6513 -6.4911 1.5016 -1.01 0.37 0.71
H 0.3094 -6.2553 0.4085 0.84 0.41 -0.58
C 5.7570 4.8589 -0.2519 -1.11 -0.28 -0.60
C 4.4366 5.1565 -1.0538 0.68 0.18 -0.25
C 3.1676 5.0512 -0.2132 -0.69 -1.13 -0.07
O 1.9936 5.0751 -1.0454 -0.02 0.42 0.02
C 1.5462 3.8102 -1.5560 1.09 0.39 0.45
N 4.5452 6.3991 -1.8427 -0.01 0.16 0.85
H 6.0040 5.6339 0.4737 -0.08 0.11 -0.08
H 6.6043 4.6866 -0.9156 -0.10 0.36 -0.15
H 5.6318 3.9162 0.2808 -0.11 0.01 0.23
H 4.3052 4.4198 -1.8463 0.25 -0.58 0.25
H 3.0034 5.7423 0.6136 0.28 0.81 -0.41
H 3.2046 4.1162 0.3457 0.00 -0.55 -0.15
H 0.8124 3.9593 -2.3481 -0.14 0.20 0.35
H 1.1729 3.2025 -0.7317 -0.30 -0.15 -0.15
H 2.3953 3.2947 -2.0048 0.09 -0.27 -0.05
H 3.7203 6.4806 -2.4198 -0.20 -0.27 -0.31
H 4.3885 7.1402 -1.1747 0.33 0.58 0.16
C 2.7065 -2.8402 -1.3640 0.77 0.40 -1.71
C 2.4619 -3.5911 -0.1302 0.09 -0.50 0.72
C 3.7510 -3.9233 0.6107 0.01 -1.00 -0.91
O 3.3965 -4.3857 1.8726 0.36 0.53 0.59
C 4.4588 -4.9805 2.5598 -1.02 -0.09 0.60
N 1.6089 -2.8683 0.7784 -0.24 0.05 -0.39
H 3.3014 -3.4585 -2.0361 0.31 0.08 -0.33
H 3.2335 -1.9037 -1.1810 -0.07 0.14 -0.07
H 1.7768 -2.6377 -1.8956 -0.05 0.18 0.09
H 1.9629 -4.4957 -0.4778 -0.05 -0.54 0.57
H 4.4977 -3.1336 0.5279 -0.16 0.98 0.79
H 4.3490 -4.7091 0.1492 -0.26 -0.64 -0.70
H 3.9808 -5.4327 3.4288 0.17 -0.33 0.05
H 5.1557 -4.2491 2.9690 0.43 -0.04 -0.39
H 4.9089 -5.7514 1.9343 0.50 -0.06 0.08
H 2.0295 -1.9504 0.8030 0.03 0.49 0.46
H 0.7606 -2.7029 0.2557 -0.25 -0.03 0.42
C 0.9810 3.4167 2.6018 0.62 2.17 0.25
C 1.6035 2.2227 3.2028 -1.18 -1.79 0.62
C 1.4973 2.2896 4.7509 2.03 0.73 1.01
O 2.5453 3.1874 5.2522 0.35 0.02 -1.09
C 2.7825 3.2210 6.6278 -0.26 0.18 0.25
N 0.7970 1.0596 2.7974 0.05 -0.24 0.79
H 1.6252 4.2416 2.9060 -0.02 0.64 -0.42
H 0.0218 3.6390 3.0695 -0.21 -0.29 -0.06
H 0.8464 3.4111 1.5201 0.21 -0.19 0.03
H 2.6260 2.0133 2.8887 0.24 0.53 0.26
H 1.6795 1.3398 5.2536 -0.08 -0.47 -0.44
H 0.5615 2.6731 5.1576 -0.46 0.03 -0.54
H 3.6747 3.7729 6.9234 0.34 0.23 -0.89
H 2.9713 2.2377 7.0586 -0.58 -0.34 0.10
H 1.9971 3.7950 7.1194 -0.50 -0.45 0.43
H -0.0720 1.2944 3.2554 -0.38 -0.74 0.26
H 0.5220 1.1441 1.8292 0.57 -0.10 -0.19
C -6.5242 0.1121 -4.0994 0.25 1.23 0.21
C -5.4465 0.3968 -3.0550 1.89 -1.82 0.20
C -5.5955 -0.6264 -1.9249 -1.08 -0.86 0.70
O -5.4240 -2.0453 -2.2836 -0.18 2.66 -2.66
C -5.3680 -2.8705 -1.2111 1.89 -0.45 1.04
N -4.0534 0.2800 -3.5919 -1.32 0.15 -0.89
H -6.4225 0.7757 -4.9582 0.14 -0.14 -0.13
H -7.4698 0.3786 -3.6272 -0.25 -0.32 -0.10
H -6.5245 -0.9312 -4.4149 0.05 0.07 0.09
H -5.4445 1.3649 -2.5539 -0.84 0.09 -0.25
H -6.6180 -0.6109 -1.5477 -0.34 0.39 0.22
H -4.9611 -0.3050 -1.0988 0.46 -0.49 0.05
H -4.9502 -3.8383 -1.4883 -0.79 -0.38 -0.53
H -6.3030 -2.9466 -0.6559 0.05 -0.02 0.31
H -4.4910 -2.5108 -0.6730 -0.34 0.15 1.46
H -3.9532 -0.6988 -3.8201 0.52 -0.14 -0.02
H -3.3431 0.5346 -2.9206 -0.13 -0.18 0.27